#i
C4H11N2S as an isolated structure. Source: the OMol25 dataset; level of theory: ωB97M-V/def2-TZVPD.

XYZ file:
```
18
Properties=species:S:1:pos:R:3:mulliken_charge:R:1
N 0.70009 -1.73007 2.05636 -0.89
C 0.09099 -1.10827 1.05396 0.46
C 0.01900 1.43533 1.18910 -0.62
S 0.04910 2.44419 -0.20889 -0.54
C 0.52937 -1.62681 -0.33027 -0.85
N 0.15672 -0.78207 -1.45767 -0.34
C -1.24920 -0.94359 -1.82766 -0.81
H 0.72650 -1.18692 2.92289 0.20
H 0.39346 0.16625 1.09755 -0.11
H -1.02178 -1.09260 1.08355 0.24
H 0.70880 1.70119 1.99605 0.28
H -0.97624 1.22351 1.60224 0.22
H 1.59670 -1.78705 -0.22836 0.38
H 0.02333 -2.58331 -0.43329 0.32
H 0.28839 0.17715 -1.18440 0.17
H -1.30572 -1.48266 -2.77315 0.25
H -1.86912 -1.37547 -1.06048 0.31
H -1.66812 0.05352 -2.02775 0.33
```

- Frontier orbital gap: 7.0 eV
- Multiplicity: 1
- Charge: -1

---

#ii
A 2-piece molecular cluster, C4H11N2S overall. Source: the OMol25 dataset; level of theory: ωB97M-V/def2-TZVPD.

XYZ file:
```
18
Properties=species:S:1:pos:R:3:mulliken_charge:R:1
C -2.46321 -1.15500 -1.07652 -0.68
N -1.28660 -1.87160 -0.47172 -0.32
C -0.52458 -1.32461 0.59369 0.01
N 0.60819 -1.85566 0.99541 -0.76
H -2.70185 -1.71424 -1.99149 0.30
H -3.31629 -1.14556 -0.31372 0.20
H -2.21290 -0.14696 -1.29522 0.23
H -0.66157 -2.22324 -1.20963 0.24
H -0.82109 -0.30865 0.93556 0.29
H 0.73077 -1.59722 1.98689 0.27
C 2.18954 1.39203 -0.17969 -0.97
C 1.07553 1.93430 0.70590 -0.41
S -0.50512 1.72176 -0.10218 -0.65
H 2.22130 1.95283 -1.19271 0.22
H 2.08879 0.34680 -0.35627 0.27
H 3.19109 1.60393 0.27405 0.30
H 1.20586 2.98387 0.99097 0.29
H 1.18212 1.40721 1.70669 0.19
```

- Frontier orbital gap: 6.5 eV
- Multiplicity: 1
- Charge: -1

---

#iii
An isolated ion of composition C4H11N2S and charge -1. Source: the OMol25 dataset; level of theory: ωB97M-V/def2-TZVPD.

XYZ file:
```
18
Properties=species:S:1:pos:R:3:mulliken_charge:R:1
C 0.30658 2.43590 -0.56661 -0.82
N 0.95334 1.49976 0.43905 -0.48
C 0.95271 0.02889 -0.10033 -0.95
C -0.43950 -0.70004 0.04146 0.11
N -0.83143 -0.44936 1.47017 -0.75
C -0.35788 -2.10409 -0.42318 -0.74
S -1.66656 -2.62366 -1.57402 -0.62
H 0.59859 2.00822 -1.58880 0.26
H 0.70361 3.43283 -0.46798 0.29
H -0.72402 2.41208 -0.53981 0.32
H 0.32128 1.55914 1.36419 0.32
H 1.37369 -0.10352 -1.13087 0.38
H 1.55873 -0.53766 0.59582 0.35
H -1.21386 -0.27157 -0.60003 0.46
H -1.83541 -0.76888 1.57102 0.27
H -0.32735 -1.10274 2.03673 0.27
H 0.57549 -2.06813 -1.07002 0.13
H 0.05200 -2.64716 0.54320 0.21
```

- SMILES: CNC[C@H](N)C[S-]
- Frontier orbital gap: 6.4 eV
- Multiplicity: 1
- Charge: -1

---

Which one is most stable, and which one is least stable? #ii is the most stable of them, while #i is the least stable.

---

#i
An isolated ion of composition C6H11N and charge -1. Source: the OMol25 dataset; level of theory: ωB97M-V/def2-TZVPD.

XYZ file:
```
18
Properties=species:S:1:pos:R:3:mulliken_spin:R:1
C -3.56617 -0.12818 0.28960 -0.03
C -2.24177 0.58443 0.15059 0.27
C -1.10295 -0.03548 0.49228 0.19
N 0.17786 0.51058 0.44422 -0.17
C 1.24713 -0.44963 0.15207 0.64
C 3.40890 -0.56021 -1.00820 -0.28
C 2.42371 0.21688 -0.48339 1.13
H -3.59081 -1.18755 0.03372 0.00
H -4.26053 0.47099 -0.31201 0.00
H -4.00587 -0.09040 1.29759 -0.02
H -2.21867 1.56716 -0.30209 -0.13
H -1.13980 -1.10432 0.69075 0.03
H 0.21820 1.36101 -0.10926 -0.31
H 1.59687 -0.83498 1.13129 -0.06
H 0.89826 -1.34892 -0.37350 0.13
H 3.21849 -1.62917 -1.04042 0.01
H 4.35189 -0.18465 -1.38080 -0.21
H 2.54693 1.28577 -0.41277 -0.18
```

- Frontier orbital gap (alpha / beta): 2.5 / 7.8 eV
- Multiplicity: 2
- Charge: -1

---

#ii
An isolated ion of composition C6H11N and charge -1. Source: the OMol25 dataset; level of theory: ωB97M-V/def2-TZVPD.

XYZ file:
```
18
Properties=species:S:1:pos:R:3:mulliken_spin:R:1
C -0.40395 -2.65800 -0.82293 0.19
N -0.63366 -1.27372 -1.14669 0.03
C 0.17890 -0.33139 -0.39689 0.32
C -0.47934 0.77554 0.16365 -0.05
C 0.10186 1.92276 0.79044 0.20
C -0.50541 2.73965 1.69155 0.43
C 1.63145 -0.56382 -0.23841 -0.05
H 0.55640 -2.92456 -1.27682 0.00
H -1.05154 -3.33628 -1.40657 -0.09
H -0.43999 -2.95150 0.22988 -0.03
H -1.57090 -0.90442 -1.22468 -0.03
H -1.56960 0.67922 0.10252 0.01
H 1.19134 1.95252 0.72437 0.02
H 0.06336 3.47425 2.24512 -0.01
H -1.56674 2.61566 1.88879 -0.01
H 2.18192 0.38286 -0.43910 0.05
H 1.96677 -0.78049 0.79323 0.04
H 2.06516 -1.32129 -0.89000 -0.01
```

- Frontier orbital gap (alpha / beta): 3.3 / 6.0 eV
- Multiplicity: 2
- Charge: -1

---

Which one is most stable, and which one is least stable? #ii is the most stable of them, while #i is the least stable.

---

#i
C4H6HgO2 as an isolated structure. Source: the OMol25 dataset; level of theory: ωB97M-V/def2-TZVPD.

XYZ file:
```
13
Properties=species:S:1:pos:R:3:mulliken_spin:R:1
O 1.11305 -0.01712 -0.39313 0.05
C 0.21112 -0.38846 0.51143 0.03
Hg -1.22758 -1.54003 2.33337 0.00
O -1.04317 -0.08766 0.26026 0.06
C 0.86453 0.69613 -1.55928 0.86
H 1.00591 1.77446 -1.48530 0.04
C 1.20809 -0.05437 -2.79289 -0.01
H 2.29528 -0.23696 -2.87446 0.05
H 0.70123 -1.03092 -2.81756 0.01
H 0.90165 0.52449 -3.67407 0.01
C -1.65511 0.54866 -0.92720 0.81
H -1.55258 -0.16413 -1.76252 0.04
H -2.70641 0.64644 -0.61240 0.05
```

- Frontier orbital gap (alpha / beta): 8.2 / 5.7 eV
- Multiplicity: 3
- Charge: 0

---

#ii
C4H6HgO2 as an isolated structure. Source: the OMol25 dataset; level of theory: ωB97M-V/def2-TZVPD.

XYZ file:
```
13
Properties=species:S:1:pos:R:3:mulliken_spin:R:1
O -0.03153 -1.24812 -0.66108 0.08
C -1.39581 -1.18902 -0.86890 1.31
Hg -3.38306 -0.22632 -2.07131 0.49
O -1.86046 -0.06226 -0.10782 0.08
C 0.39957 -0.41096 0.40417 0.03
H 0.33734 -0.97041 1.35359 0.00
C 1.79635 0.10123 0.15941 0.00
H 2.46539 -0.71414 -0.14985 0.00
H 1.79326 0.87324 -0.62315 0.00
H 2.20071 0.53786 1.08327 0.00
C -0.77506 0.71110 0.40368 0.00
H -0.48917 1.50043 -0.31245 0.01
H -1.05753 1.09736 1.39044 0.00
```

- Frontier orbital gap (alpha / beta): 6.7 / 7.0 eV
- Multiplicity: 3
- Charge: 0

---

Which one is most stable, and which one is least stable? #ii is the most stable of them, while #i is the least stable.